7 unconnected molecules or ions with the total composition C34H87N5O11, computed with ωB97M-V with the def2-TZVPD basis set.

The value obtained for the energy above the lowest of the compared OMol25 structures with the same formula, charge and spin is 114.1 kcal/mol. The value obtained for the LUMO energy is 0.563 eV. As for the SMILES: COC[C@H](C)N.COCCNCCOC.COCCNCCOC.COCCNCCOC.COCCNCCOC.CC(C)O.CC(C)O. Its gap between HOMO and LUMO is 8.914 eV.

XYZ file:
```
137
Properties=species:S:1:pos:R:3:forces:R:3:mulliken_charge:R:1
C -0.429879 -5.261675 3.309211 1.064 -0.363 1.120 -1.091
C 0.949561 -5.005284 2.697467 -0.826 1.296 0.495 0.440
C 0.934773 -5.119482 1.208533 0.478 -0.683 -1.293 -1.109
O 1.331869 -3.649954 3.069421 -0.234 -1.199 0.540 -0.609
H -0.580812 -6.333637 3.436612 -0.439 -0.150 -0.785 0.453
H -1.253962 -4.709022 2.858042 0.131 -0.197 -0.024 -0.058
H -0.302276 -5.006797 4.361284 -0.317 0.616 0.137 0.406
H 1.634780 -5.705382 3.175409 0.281 -0.036 -0.209 0.435
H 0.059248 -4.717304 0.698814 -0.379 -0.014 0.436 0.102
H 1.047297 -6.168447 0.934446 -0.253 -0.139 -0.136 0.519
H 1.754189 -4.617147 0.694410 0.375 0.046 0.367 0.184
H 1.934012 -3.346134 2.386253 0.339 0.376 -0.279 0.342
C -0.795830 2.140138 -3.192593 -0.983 1.100 0.710 -1.731
C 0.570356 1.697466 -2.649508 -2.465 -0.873 1.747 1.190
C 0.765538 2.113659 -1.172465 1.356 0.899 -1.278 -1.043
O 0.352760 0.285699 -2.523257 1.214 -0.592 -0.575 -0.292
H -1.542992 1.795503 -2.477685 0.053 -0.313 0.365 0.218
H -1.178555 1.711666 -4.118890 0.823 -0.123 -0.404 0.380
H -1.055783 3.198615 -3.205576 0.678 0.338 -0.287 0.364
H 1.415965 2.049477 -3.240389 0.122 -0.603 -0.287 0.070
H -0.132902 2.101059 -0.555409 0.047 0.249 -0.248 0.326
H 1.299918 3.057342 -1.281985 -0.644 0.823 0.745 0.464
H 1.552677 1.537912 -0.685608 -0.216 -0.639 -0.194 0.058
H -0.399018 0.054898 -3.073849 0.047 -0.474 -0.241 0.122
C 4.623271 1.691664 -1.941704 -2.055 -1.375 0.688 -0.534
O 4.917771 2.962301 -1.497528 0.455 0.911 -0.276 -0.232
C 6.076243 3.376758 -2.093831 2.619 1.638 -0.232 -0.702
C 6.290674 4.868839 -1.986608 -1.456 1.079 -0.488 -0.599
N 5.456481 5.689817 -2.928295 1.009 -0.028 0.997 -0.337
C 5.275141 7.136335 -2.573320 -1.567 -0.889 -1.810 -0.497
C 4.092510 7.589302 -3.493556 1.179 1.501 0.134 -0.600
O 4.057054 9.060118 -3.488811 0.328 -2.609 0.320 -0.316
C 2.905830 9.564965 -4.120153 1.325 0.971 0.804 -0.720
H 3.696992 1.872275 -2.487144 -0.316 -1.141 -0.105 0.106
H 4.509269 1.097616 -1.034953 -0.684 -0.363 -0.085 0.159
H 5.296411 1.084055 -2.546512 0.633 0.839 -0.262 0.395
H 6.233619 3.067849 -3.127227 -0.491 -0.236 -0.260 0.432
H 6.924525 2.993941 -1.526407 0.347 -0.517 0.022 0.391
H 7.334642 5.120161 -2.173822 0.021 -0.060 0.316 0.334
H 5.957781 5.084455 -0.971327 0.536 0.381 0.428 0.334
H 4.583094 5.192084 -3.025988 -0.395 0.369 0.094 0.231
H 6.177609 7.711554 -2.780157 0.001 -0.174 -0.199 0.302
H 4.930936 7.416007 -1.577625 0.230 -0.577 0.517 0.256
H 3.166931 7.126657 -3.150952 -0.340 0.356 0.514 0.317
H 4.172560 7.233177 -4.520622 0.539 0.045 -0.188 0.412
H 2.040611 9.178554 -3.581472 -0.474 0.083 -0.649 0.321
H 2.980387 9.454397 -5.201962 -0.612 -0.492 -0.103 0.282
H 3.069460 10.623414 -3.917618 -0.856 0.266 -0.162 0.237
C -3.407675 0.269200 0.765464 -0.432 -0.094 0.190 -0.560
O -2.566160 0.442830 1.914364 0.303 0.138 -0.619 -0.372
C -2.645447 -0.597646 2.870099 0.459 -1.625 1.176 -0.535
C -1.333818 -1.419906 3.243962 -0.016 1.426 -2.220 -0.096
N -0.910266 -2.173355 2.077178 0.784 -0.572 -1.012 0.194
C -0.099383 -1.378810 1.082588 -0.726 -0.027 1.867 0.604
C 1.359022 -1.017460 1.557468 -0.964 -0.473 -1.300 -0.237
O 2.268123 -2.029151 1.134577 0.377 0.143 -0.394 -0.218
C 2.547193 -2.086679 -0.249058 0.817 0.030 0.026 -0.538
H -3.245096 1.006472 -0.020723 0.632 0.326 0.439 0.218
H -4.463816 0.374751 1.013528 -0.164 0.013 0.391 0.404
H -3.328063 -0.692543 0.258706 0.462 -0.361 0.295 0.118
H -3.371769 -1.319583 2.496788 0.011 -0.335 0.091 0.029
H -3.006066 -0.285834 3.850316 -0.373 0.854 -0.113 0.510
H -1.439649 -2.116868 4.075316 -0.653 0.186 0.046 0.600
H -0.460327 -0.803758 3.457268 -0.361 0.878 0.815 -0.263
H -0.196063 -2.783221 2.448767 -0.135 -0.628 -0.003 0.000
H -0.689364 -0.479563 0.905452 0.343 0.091 -0.339 0.069
H -0.083989 -2.001084 0.187804 0.280 0.293 -0.121 -0.585
H 1.548808 -0.959318 2.629233 -0.676 0.304 -0.044 -0.212
H 1.591922 -0.078682 1.054907 0.400 0.250 0.209 0.233
H 1.678549 -2.048024 -0.906368 -0.181 -0.574 0.167 0.169
H 3.204025 -2.951514 -0.342543 -0.543 -0.375 -0.435 0.437
H 3.179285 -1.286552 -0.634214 0.078 0.694 0.495 0.011
C 3.881383 -0.869051 6.979040 0.216 -0.684 -0.657 -0.601
O 4.560863 -1.010671 5.727812 0.637 -0.126 1.953 -0.518
C 3.693299 -0.964866 4.651941 0.211 0.492 -0.224 -0.305
C 3.276822 0.444075 4.233156 -1.359 -0.935 -1.207 -0.839
N 1.872734 0.852440 4.506828 0.832 1.342 -0.164 0.060
C 1.708591 2.373700 4.428351 1.519 -2.243 -0.340 -0.685
C 0.416675 2.711680 5.000103 -1.806 0.131 2.417 -0.328
O 0.445575 2.319419 6.423025 -0.826 1.112 -0.677 -0.353
C -0.791401 2.597018 7.102849 0.769 -1.110 0.528 -0.780
H 4.552613 -1.061256 7.816061 0.402 0.686 -0.246 0.296
H 3.176123 -1.692019 7.094934 -0.612 0.074 -0.245 0.264
H 3.381156 0.099227 6.996545 -0.030 0.041 0.494 0.203
H 2.841713 -1.618887 4.839446 -0.250 -0.196 -0.384 0.342
H 4.316913 -1.287542 3.818228 -0.271 -0.603 -0.001 0.295
H 3.268121 0.252167 3.160217 0.289 0.970 -0.405 0.181
H 4.089338 1.126069 4.483731 -0.144 0.372 0.192 0.500
H 1.656207 0.651492 5.472663 -0.111 -0.075 0.247 0.266
H 1.796908 2.809004 3.432954 -0.056 -0.583 -0.355 0.352
H 2.564573 2.760594 4.981243 -0.233 0.656 0.354 0.329
H -0.453626 2.182715 4.611663 0.260 -0.313 -0.710 0.106
H 0.167570 3.767521 4.894045 0.229 0.306 0.232 0.461
H -0.610027 2.298212 8.135285 0.206 0.465 0.174 0.262
H -1.595747 1.907767 6.845843 -0.138 0.038 -0.803 0.284
H -1.150936 3.625381 7.066661 0.284 0.120 -0.246 0.301
C -0.830798 -2.853489 -2.857972 0.508 1.696 0.801 -0.667
O -1.355802 -1.848612 -3.771757 0.760 -0.701 1.788 -0.227
C -2.232614 -2.388699 -4.680167 -0.730 -0.820 -2.195 -0.582
C -2.614020 -1.333922 -5.755294 1.424 -0.884 0.043 -0.564
N -3.997511 -1.063978 -5.993543 -1.878 0.641 -0.003 -0.476
C -4.901308 -0.819477 -4.890123 -0.922 1.428 0.353 -0.791
C -4.616563 0.602132 -4.360266 0.912 -0.577 1.872 -0.283
O -4.596931 1.648010 -5.305236 -1.065 -1.607 -1.903 -0.462
C -4.100339 2.879506 -4.926379 0.639 0.371 1.019 -0.561
H -1.328241 -2.796868 -1.889749 -0.733 -0.214 -0.127 0.017
H 0.155516 -2.483579 -2.577876 0.297 -0.201 -0.422 0.097
H -0.766989 -3.894160 -3.175832 -0.263 0.235 -0.625 0.473
H -3.081903 -2.941870 -4.279156 -0.498 0.571 0.643 0.425
H -1.721539 -3.210177 -5.182237 0.323 -0.107 -0.424 0.447
H -2.237483 -1.678041 -6.718569 0.053 -0.366 -0.042 0.392
H -1.946961 -0.486228 -5.598565 -0.237 0.586 0.581 0.165
H -4.109140 -0.090504 -6.238476 1.050 0.049 -2.189 0.368
H -4.850810 -1.561522 -4.093312 -0.153 0.235 0.138 0.282
H -5.923375 -0.631571 -5.219009 -0.280 -1.342 -0.672 0.384
H -3.625965 0.363601 -3.973098 0.500 1.245 0.773 0.092
H -5.349754 0.849614 -3.592614 0.206 0.027 0.447 0.610
H -3.011841 2.864248 -4.981465 0.226 0.114 0.368 0.141
H -4.452349 3.094701 -3.917482 0.282 0.246 0.303 0.324
H -4.410154 3.722401 -5.544146 -0.460 -0.504 -0.431 0.267
C -6.541419 -4.148653 -0.538673 -0.625 -0.540 1.277 -1.458
C -5.264340 -3.812876 0.242529 0.443 -0.360 -1.004 0.396
C -4.695050 -4.773798 1.338773 0.231 -0.515 -2.736 -0.321
O -4.169614 -5.908619 0.545742 -1.000 0.511 0.788 -0.416
C -3.228296 -6.709659 1.266808 -1.021 1.381 -0.171 -0.273
N -4.317049 -3.689723 -0.896003 0.479 1.303 0.912 -0.488
H -7.454176 -4.006082 0.039811 -0.127 -0.182 0.162 0.388
H -6.466773 -5.198922 -0.820560 -0.168 -0.061 -0.138 0.281
H -6.639697 -3.557343 -1.449054 0.313 0.068 0.252 0.297
H -5.306414 -2.870070 0.787904 -0.314 0.414 -0.440 0.411
H -5.451994 -4.998545 2.090180 -0.020 -0.667 -0.016 0.405
H -3.867387 -4.249461 1.816407 0.234 -0.042 0.084 0.057
H -2.351296 -6.071326 1.374002 0.322 -0.394 0.539 -0.179
H -2.975222 -7.603578 0.696747 -0.269 0.039 0.101 0.291
H -3.772898 -6.890189 2.193589 0.894 -0.715 0.466 0.316
H -3.863995 -4.571952 -1.087075 0.006 -0.142 0.235 0.285
H -3.623658 -3.038070 -0.557403 0.696 -0.041 -0.380 -0.053
```
Positions in Å, forces in eV/Å.